An isolated molecule of C16H12O3. Source: the Open Molecules 2025 dataset; level of theory: ωB97M-V/def2-TZVPD.

```
31
Properties=species:S:1:pos:R:3:forces:R:3:nbo_charge:R:1
H 1.67273 -1.13922 3.48671 -0.3 0.1 -1.1 0.225
C -0.48578 1.60774 -1.76771 -1.0 1.3 0.5 -0.117
H -3.17062 4.63922 -1.67688 0.5 -1.0 -0.3 0.229
H -1.57335 0.86446 -3.58760 0.1 0.9 0.9 0.239
C 0.65565 2.49548 0.38883 -0.8 -0.7 -0.5 0.563
C -1.42960 3.73585 -0.66816 0.6 -2.0 -1.6 -0.183
C 1.45904 -0.85649 2.42904 -0.4 0.7 -2.1 -0.221
H -1.30653 4.47468 0.15378 -0.4 -0.5 -0.9 0.242
H 1.23636 1.29285 3.00976 0.0 -0.6 -0.9 0.235
C 1.17778 -1.42039 -0.04015 0.3 1.5 2.4 -0.219
H 1.17694 -2.18397 -0.84963 -0.1 0.9 0.7 0.256
O 1.23372 0.14222 -2.69069 -0.6 0.0 0.5 -0.499
O 1.20042 3.45760 0.87246 -0.3 -0.6 0.1 -0.503
C -1.52150 1.65030 -2.79221 0.1 1.6 1.5 -0.178
H 1.20073 -3.64115 2.62233 0.7 0.2 -0.8 0.179
C 0.63702 0.51597 -1.71005 -0.5 0.4 0.8 0.545
C 1.63866 -3.39844 1.60609 -0.9 0.9 0.4 -0.093
C -2.50197 2.74590 -2.73851 1.1 0.1 1.1 -0.204
C -0.50039 -4.04950 0.85148 -1.1 0.2 0.1 -0.269
C -0.46105 2.63859 -0.70428 -0.8 -0.4 -1.1 -0.114
C 0.96148 1.01727 0.79709 0.2 -2.0 0.2 -0.160
C 1.22106 0.57757 2.15500 0.2 -1.5 -1.3 -0.157
H 2.72496 -3.68574 1.59646 -1.1 0.2 -0.3 0.217
H -1.07563 -4.75592 0.18926 1.0 0.6 0.5 0.203
C -2.45335 3.78763 -1.71107 1.7 -1.4 0.5 -0.206
C 0.94964 -0.00996 -0.26675 -0.1 0.2 0.5 -0.025
H -0.91847 -3.01621 0.65676 0.6 -0.9 0.2 0.178
H -0.75916 -4.30426 1.91482 0.3 0.1 -0.8 0.170
O 0.90347 -4.14622 0.62355 0.1 0.2 0.6 -0.537
C 1.42442 -1.85833 1.35402 0.1 1.8 -0.5 -0.023
H -3.31665 2.82247 -3.50375 1.0 -0.2 0.8 0.227
```
Positions in Å, forces in eV/Å.

Properties
**Total charge**: 0
**Spin multiplicity**: 1
**Gap between HOMO and LUMO**: 8.65 eV
**Max |F|**: 2.87 eV/Å

C16H13AsCoN2O10S as an isolated structure. Source: the Open Molecules 2025 dataset; level of theory: ωB97M-V/def2-TZVPD.

```
44
Properties=species:S:1:pos:R:3:forces:R:3:mulliken_spin:R:1
C 3.77650 -0.00220 -1.37130 0.2 0.2 -0.1 0.003
C -4.65020 2.65140 1.21960 0.0 0.1 0.0 0.001
O -1.87710 -0.72460 4.04920 -0.5 -0.6 0.5 -0.001
C -4.71660 0.69200 -0.16130 -0.3 0.0 -0.1 0.001
C -2.09690 3.76730 -1.25590 -0.1 -0.1 0.0 0.004
C 2.39880 0.13570 -1.31100 -0.4 0.2 0.8 0.003
H 4.23650 -0.14840 -2.33890 -0.1 0.0 0.0 0.000
O 1.94730 0.28110 -3.64590 0.3 -0.1 0.2 0.000
H -1.86600 4.38110 0.81570 0.0 0.0 0.1 0.000
O 0.31630 -0.31660 -2.22940 -0.5 0.1 0.2 -0.014
C -3.65560 2.07960 1.99670 0.2 0.0 0.3 -0.001
O -2.71540 1.53400 -1.96170 -0.1 -0.2 -0.4 -0.002
S -3.10430 -1.50650 0.33840 -1.3 -1.2 -0.6 -0.002
C 1.49990 0.04360 -2.52360 -0.6 -0.2 -0.2 -0.004
C 3.82400 0.25940 0.99590 0.7 0.0 -0.5 0.002
N 1.73100 0.31700 -0.14760 0.5 -0.9 -0.5 -0.003
O -2.76800 -1.98350 1.67100 0.2 0.3 -0.1 0.001
O 0.43490 2.80390 1.04100 0.6 0.0 0.4 -0.002
C 2.44920 0.37110 0.97590 -0.5 0.3 0.1 0.004
O -4.18090 -2.27160 -0.27030 0.2 0.4 -0.1 -0.001
H 4.36410 0.34730 1.92810 -0.1 -0.1 0.1 0.000
C -5.17760 1.96340 0.13590 0.0 -0.1 0.0 0.000
H -3.23090 2.60520 2.84420 0.1 0.0 -0.1 0.000
H 1.88340 0.52580 1.88520 -0.1 -0.1 0.0 -0.001
H -5.00240 3.65070 1.45040 0.0 0.0 0.0 0.000
H -5.92870 2.43140 -0.48770 -0.1 0.0 0.0 0.000
O -1.95420 -1.38390 -0.57760 0.4 0.3 -0.2 0.000
H -0.55660 4.96080 -0.22710 0.1 0.0 0.1 0.001
C -3.72530 0.13770 0.61880 0.1 -0.4 0.1 0.000
C -2.00210 2.22800 -1.27440 -0.2 0.8 -0.1 0.008
Co -0.33770 -0.20680 -0.32170 0.8 0.1 0.3 0.989
C -1.25630 4.14370 -0.05790 0.2 0.0 0.0 0.007
H -1.66820 4.13960 -2.18890 -0.1 0.0 0.0 0.000
H -3.14030 4.08060 -1.20040 0.0 -0.1 -0.1 0.000
H -5.10150 0.11720 -0.98840 0.0 0.0 -0.1 0.000
N -1.02610 1.81380 -0.42880 0.5 -0.9 0.1 0.016
O -0.93140 1.56150 3.21040 -0.5 -0.5 -0.3 0.000
H -0.32430 1.86170 2.52250 0.2 0.2 -0.2 0.000
C -0.49340 2.84560 0.25110 -0.6 0.5 -0.4 0.012
As -1.65980 -0.01240 2.61410 0.3 1.8 1.9 -0.002
O -0.44870 -0.50940 1.59520 0.7 0.0 -1.4 -0.016
C -3.18630 0.81000 1.68900 0.5 -0.1 0.1 0.000
H 5.59810 -0.02660 -0.21390 0.0 0.0 0.0 0.000
C 4.51760 0.06520 -0.20470 -0.6 0.1 0.5 -0.001
```
Positions in Å, forces in eV/Å.

Properties
**ΔE to the lowest compared entry with this formula, charge and spin**: 57.9 kJ/mol
**Total charge**: -2
**Spin multiplicity**: 2
**Gap between HOMO and LUMO (spin up / spin down)**: 7.73 / 7.74 eV
**Max |F|**: 2.58 eV/Å

An isolated molecule of C16H13BN2O3. Source: the Open Molecules 2025 dataset; level of theory: ωB97M-V/def2-TZVPD.

```
35
Properties=species:S:1:pos:R:3:forces:R:3:nbo_charge:R:1
C -1.04025 -2.71597 -0.25384 0.1 0.4 0.1 -0.214
C 0.45805 -2.69177 -2.10356 2.0 1.7 1.2 -0.240
H 1.92203 2.21675 -2.18125 0.4 0.3 0.7 0.253
C -1.26679 -4.29967 -1.99805 -2.5 -1.3 -1.5 -0.209
H 1.75651 6.02720 0.77550 0.0 0.4 -0.2 0.214
C 1.40949 1.33930 -0.28757 -0.1 1.6 -1.3 0.112
O -3.14304 -4.95453 0.90209 -1.1 -0.2 -0.6 -0.936
C 0.56837 4.14225 3.36126 0.9 0.0 -1.3 -0.211
H 0.14147 -4.16473 -3.50813 0.3 -0.5 -0.9 0.209
O 1.81935 -0.10112 -2.06819 -0.6 -0.3 0.0 -0.591
C -0.21279 -3.77781 -2.59035 3.0 0.9 -1.9 -0.193
C 1.44780 3.91488 0.70586 0.4 -1.2 1.7 -0.112
C 1.07744 2.77355 1.44735 -0.5 -0.8 0.8 0.154
H -1.90866 -4.95792 -2.59166 0.3 -0.3 0.5 0.216
H 2.10145 4.62193 -1.10162 0.4 -0.2 -0.6 0.214
B -3.06678 -4.39674 -0.37887 -0.5 0.1 1.4 1.142
C 0.93514 5.25656 2.58708 -0.2 1.6 -0.1 -0.193
O -4.23170 -4.40147 -1.16180 0.4 -0.5 1.6 -0.887
H 0.15225 -0.67912 0.49909 -1.1 1.0 2.3 0.407
C 1.26093 0.03056 -0.99346 0.9 -1.0 0.4 0.650
C 1.41301 5.16718 1.31086 -0.5 -0.2 0.9 -0.180
H 0.38612 2.06782 3.31221 -0.4 -1.9 1.1 0.215
C 1.90517 3.70766 -0.56301 -0.4 -0.9 -2.2 -0.132
C 0.06489 -2.14020 -0.88376 -0.8 -0.1 0.1 0.150
N 0.60709 -0.96867 -0.29292 1.3 -0.4 -3.1 -0.583
H 1.37094 -2.21832 -2.51430 -0.9 -0.7 -0.3 0.257
H -1.42093 -2.30549 0.66692 0.0 0.2 0.3 0.203
H -4.97231 -4.82878 -0.65570 1.0 0.5 -0.7 0.497
C -1.73612 -3.73175 -0.87224 -1.6 -0.4 1.7 -0.369
H 0.76762 6.27492 2.94592 0.3 -0.4 0.4 0.213
N 1.04303 1.49675 0.93628 -0.2 0.4 1.0 -0.404
C 0.67284 2.91330 2.80160 0.3 1.3 -1.5 -0.166
C 1.82253 2.44394 -1.10979 -0.1 0.0 -0.5 -0.220
H -2.45071 -5.29193 1.47919 0.2 0.6 -0.7 0.516
H 0.34656 4.23143 4.37884 -0.7 0.3 1.3 0.217
```
Positions in Å, forces in eV/Å.

Properties
**ΔE to the lowest compared entry with this formula, charge and spin**: 78.4 kJ/mol
**Total charge**: 0
**Spin multiplicity**: 1
**Gap between HOMO and LUMO**: 8.50 eV
**Max |F|**: 3.69 eV/Å

An isolated ion of composition C16H13F7N and charge +1. Source: the Open Molecules 2025 dataset; level of theory: ωB97M-V/def2-TZVPD.

```
37
Properties=species:S:1:pos:R:3:forces:R:3:nbo_charge:R:1
C -2.15367 0.33160 -2.26558 -0.5 1.3 -0.1 0.565
H 5.15983 1.05090 -0.38713 -0.9 -0.8 0.3 0.240
F -0.83680 0.70214 -2.23106 -1.4 -1.0 0.0 -0.289
H -2.80437 3.32617 2.20045 0.3 -1.2 -0.7 0.264
C 2.68372 -1.35400 0.69142 0.1 1.4 -0.5 -0.010
H 3.60516 -3.27068 1.12883 -1.1 0.4 0.3 0.241
H -0.32040 -1.62677 -0.36472 -0.1 0.2 1.1 0.259
C -2.06559 0.51192 0.36726 1.9 -0.3 1.5 0.133
H -3.56841 2.02146 0.37708 0.4 -0.6 -0.1 0.472
F -2.37272 0.04085 -4.68106 0.1 -0.4 2.1 -0.292
H 2.60642 -2.66498 2.49853 -0.2 0.0 -0.9 0.231
N -2.72082 1.65306 0.82480 1.4 0.3 1.2 -0.429
H 3.04606 2.30872 -1.03728 -0.2 -1.0 0.5 0.232
H 0.60994 0.49664 2.70757 -1.1 0.5 -0.5 0.277
F -4.04967 0.08721 -0.84425 1.6 -0.4 0.1 -0.317
C 2.95948 1.30657 -0.55592 -0.2 -2.1 1.0 -0.209
H -0.65471 2.61275 3.49530 -0.9 -0.3 -0.9 0.277
C -0.84499 0.08008 1.03291 -0.8 0.9 0.5 0.056
F -2.61466 -1.59352 -0.78645 0.4 1.8 0.0 -0.285
H 0.76521 1.36147 -0.55221 0.9 -0.9 0.3 0.210
C 1.64404 0.72241 -0.27882 1.6 -0.5 0.2 -0.241
C 0.00164 -1.15585 0.59497 1.1 1.2 0.1 -0.473
C -2.26187 2.39685 1.88579 1.5 -0.4 0.9 0.091
F -2.87800 1.50618 -2.47455 1.0 -1.4 0.3 -0.306
F -3.77462 -1.06387 -3.42367 2.0 0.6 0.5 -0.295
H 4.93258 -1.31172 0.69675 -1.1 0.5 -0.2 0.231
C -0.33159 0.84768 2.21044 -2.4 0.8 -1.5 -0.069
C -1.07012 2.03335 2.63738 0.2 -2.0 -1.8 -0.223
C -2.68050 -0.22546 -0.85659 -1.5 0.2 0.0 0.632
C 4.17261 0.56650 -0.19443 -2.6 -0.7 0.4 -0.192
C 2.63467 -2.75101 1.38210 0.9 0.2 -0.5 -0.656
F -1.62252 -1.68107 -3.56004 -1.1 1.4 0.7 -0.295
H 1.81344 -3.41592 1.01439 0.6 0.7 0.4 0.225
H -0.00949 -1.87034 1.46771 0.0 0.5 -1.1 0.261
C -2.47727 -0.61697 -3.47802 -0.4 -0.9 -2.5 0.926
C 1.47233 -0.61459 0.33594 1.9 1.3 -0.3 -0.042
C 4.00567 -0.74779 0.42215 -1.1 1.1 -0.5 -0.200
```
Positions in Å, forces in eV/Å.

Properties
**Total charge**: +1
**Spin multiplicity**: 1
**Gap between HOMO and LUMO**: 6.64 eV
**Max |F|**: 2.95 eV/Å

A 3-piece molecular cluster, C16H13FO7 overall. Source: the Open Molecules 2025 dataset; level of theory: ωB97M-V/def2-TZVPD.

```
37
Properties=species:S:1:pos:R:3:forces:R:3:nbo_charge:R:1
H 0.48222 -3.69599 -2.47933 0.0 0.0 0.0 0.230
H 0.90822 0.82323 1.94655 -0.4 -0.3 -0.2 0.208
C -0.67989 -2.86318 0.71600 0.0 0.0 0.1 -0.214
C 3.35932 0.65867 2.60753 0.1 0.5 0.1 -0.264
H 3.28424 -0.35529 2.95273 -1.1 -0.7 -1.2 0.202
F -1.54265 0.34018 1.59497 -0.3 0.1 0.2 -0.133
C 0.35119 -2.14076 1.14287 0.0 0.0 0.0 -0.237
C -0.76904 0.80716 -2.11492 0.0 0.0 0.0 0.486
O 0.31742 1.06091 3.97199 -0.5 0.0 -0.6 -0.498
C 0.50551 -3.24396 -1.49607 0.1 0.0 0.0 -0.234
O -3.13040 3.20380 -4.42514 0.0 0.0 0.0 -0.480
H 0.35938 0.46163 -3.96086 0.0 0.0 0.0 0.230
C -0.49432 0.99381 -3.56103 0.0 0.0 0.0 -0.226
H 2.41187 -2.34033 -1.67781 0.0 0.0 0.0 0.228
H 2.94339 2.52952 3.42267 -0.1 1.1 -1.2 0.212
C 1.05444 1.51493 2.75590 0.3 0.2 1.8 -0.124
H 0.37149 -1.69053 2.12736 0.0 0.0 0.0 0.231
O 2.47622 -1.24649 0.67337 0.0 -0.1 -0.1 -0.517
C -2.43017 2.49382 -3.73847 0.0 0.0 0.0 0.473
H -2.11558 1.37212 -0.48474 0.0 0.0 0.0 0.241
H 0.67642 2.49672 2.51538 -0.2 0.2 -0.3 0.209
O -1.62221 -4.13268 -1.02776 -0.1 0.0 0.0 -0.490
C -1.26347 1.77597 -4.31305 0.1 0.0 0.0 -0.226
C -1.93406 1.52446 -1.54033 0.0 0.0 0.0 -0.241
C -0.68440 -3.47280 -0.63761 0.1 0.0 0.0 0.478
H -1.55566 -3.03968 1.32749 0.0 0.0 0.0 0.237
C 2.51560 1.64349 2.98778 0.3 -0.7 0.1 -0.273
O -1.12059 -0.64174 4.11887 0.1 1.3 -0.5 -0.522
C 1.53578 -2.52064 -1.06831 0.0 -0.1 0.0 -0.208
C 1.53833 -1.91158 0.28396 -0.1 0.1 -0.1 0.496
H -1.08077 1.92662 -5.36929 0.0 0.0 0.0 0.234
C -2.70422 2.30633 -2.29154 0.0 0.0 0.0 -0.214
H 4.13795 0.88060 1.89115 1.4 0.2 1.2 0.202
O -0.06742 0.09467 -1.42741 0.0 0.0 0.0 -0.513
H -3.55802 2.83765 -1.89119 0.0 0.0 0.0 0.234
O -1.66806 1.11442 2.78937 0.4 0.3 -0.4 -0.159
C -0.80803 0.43494 3.67891 0.0 -2.1 1.1 0.941
```
Positions in Å, forces in eV/Å.

Properties
**Total charge**: 0
**Spin multiplicity**: 1
**Gap between HOMO and LUMO**: 7.15 eV
**Max |F|**: 2.39 eV/Å

An isolated molecule of C16H13FOS. Source: the Open Molecules 2025 dataset; level of theory: ωB97M-V/def2-TZVPD.

```
32
Properties=species:S:1:pos:R:3:forces:R:3:nbo_charge:R:1
C -1.26877 -3.06075 1.81959 0.3 -0.3 -0.2 -0.290
C -1.54128 -3.06877 -0.57636 -0.3 -0.3 0.8 -0.291
H 0.56498 2.51766 2.82092 0.5 -0.2 0.1 0.192
H -1.39488 -3.61065 2.74602 0.2 0.3 0.1 0.230
H -1.76708 3.04804 1.65877 0.1 -0.2 -0.3 0.224
C 0.86082 0.57429 -0.73621 0.6 -0.1 0.3 0.051
C 2.02220 1.34780 -0.61921 0.2 0.0 -0.1 -0.219
H -0.23628 -1.37198 2.63997 0.1 0.3 0.2 0.234
C -0.53137 -1.11120 0.51631 -0.8 -0.7 -0.2 -0.059
H 1.14846 -0.29954 -3.98945 0.2 0.0 -0.4 0.218
H -1.86656 -3.58487 -1.45909 -0.1 -0.2 -0.3 0.232
F -2.29936 -4.92754 0.75937 0.4 0.9 -0.2 -0.323
H 2.27536 1.83946 0.32956 -0.2 -0.4 -0.4 0.228
C -0.98731 -1.78999 -0.67036 0.5 0.4 1.6 -0.153
H -2.15955 0.90869 0.59500 0.2 0.3 -0.2 0.217
H 3.26475 1.08932 -3.76723 0.2 0.0 -0.3 0.217
C -1.21644 1.40118 0.29887 -1.8 -0.6 -0.2 -0.425
H -1.32309 1.80448 -0.70772 -0.1 -0.4 -0.1 0.233
C -0.61934 -1.81043 1.74034 -0.8 -0.3 -1.2 -0.167
H -0.79633 1.40498 3.07738 -0.2 0.2 0.3 0.165
H 3.77678 2.07040 -1.66323 0.5 0.4 0.5 0.211
H -0.26449 3.27026 0.74778 -0.1 -0.1 0.1 0.206
C 2.88208 1.49616 -1.71318 -0.6 0.1 0.2 -0.211
C -0.12853 1.84187 2.33632 -0.4 -0.8 -0.1 -0.059
C 2.59306 0.94592 -2.94452 -0.8 -0.5 0.3 -0.209
C -0.89317 2.52143 1.24864 0.0 1.0 0.0 -0.430
S -0.81830 -1.02899 -2.25754 -0.5 -0.2 0.2 0.325
C -0.09521 0.36427 0.45443 0.8 0.4 -0.2 0.211
C 0.58239 -0.00824 -1.98352 0.6 0.3 0.3 -0.216
C -1.71619 -3.69894 0.67534 0.4 1.2 -0.7 0.405
O 0.51587 0.74065 1.69670 1.0 -0.4 -0.2 -0.540
C 1.43677 0.18501 -3.07369 -0.2 0.1 0.4 -0.209
```
Positions in Å, forces in eV/Å.

Properties
**ΔE to the lowest compared entry with this formula, charge and spin**: 0.0 kJ/mol
**Total charge**: 0
**Spin multiplicity**: 1
**Gap between HOMO and LUMO**: 8.92 eV
**Max |F|**: 1.90 eV/Å